1.
{
  "formula": "C21H19NO2",
  "method": "ωB97M-V/def2-TZVPD",
  "elements": ["H", "C", "O", "C", "C", "H", "O", "H", "H", "H", "H", "C", "C", "H", "H", "H", "C", "C", "H", "C", "C", "H", "H", "C", "C", "C", "H", "C", "C", "H", "C", "H", "C", "H", "C", "H", "C", "C", "N", "C", "H", "H", "C"],
  "coordinates": [[-1.200, 1.879, -3.058], [3.269, -1.501, 2.991], [0.351, -3.241, -0.065], [-4.009, 5.313, -0.998], [-0.344, -3.105, -2.956], [-1.201, 4.527, -2.672], [-1.832, 0.620, -1.639], [-4.590, 6.181, -0.711], [0.537, 0.355, 2.408], [-0.811, -3.549, -3.853], [-5.669, 3.966, -0.689], [0.921, -2.321, 2.375], [0.158, -0.120, 1.460], [-1.869, -1.532, -2.705], [-4.229, 1.847, -1.508], [5.205, -0.870, 3.657], [-1.006, -0.045, -0.742], [-0.983, -2.049, -2.305], [0.577, -3.630, -2.726], [-2.419, 3.044, -1.700], [-0.473, 0.616, 0.483], [4.806, -4.284, 0.940], [0.539, -3.323, 2.402], [-3.789, 2.893, -1.338], [-1.375, 1.972, -1.998], [-2.015, 4.361, -1.975], [-0.682, 1.598, 0.712], [3.042, -3.496, 1.717], [5.279, -2.613, 2.368], [2.809, -0.681, 3.483], [-0.552, -1.308, -1.013], [6.398, -2.654, 2.345], [4.480, -3.580, 1.621], [-0.415, 2.257, -1.467], [4.645, -1.632, 3.117], [0.494, -1.762, 3.283], [0.124, -2.042, 0.041], [-2.715, 5.513, -1.565], [0.434, -1.459, 1.242], [-4.546, 4.025, -0.960], [2.446, -4.182, 1.235], [-2.244, 6.420, -1.613], [2.457, -2.403, 2.376]],
  "lowdin_charge": [0.13, -0.08, 0.04, -0.09, 0.03, 0.11, -0.06, 0.09, 0.14, 0.05, 0.13, -0.05, -0.04, 0.09, 0.14, 0.10, -0.20, -0.06, 0.05, -0.19, 0.01, 0.07, 0.11, -0.03, -0.10, -0.06, 0.08, -0.01, -0.07, 0.09, -0.06, 0.11, -0.02, 0.14, -0.10, 0.14, -0.40, -0.06, 0.00, -0.11, 0.08, 0.07, -0.21],
  "smiles": "C=Cc1c(OCc2ccccc2)ccn(Cc2ccccc2)c1=O",
  "lumo_ev": 0.5,
  "relative_energy_kj_mol": 374.4,
  "charge": 0
}

---

2.
{
  "formula": "C21H20BrCoN4O2S",
  "method": "ωB97M-V/def2-TZVPD",
  "elements": ["C", "H", "C", "N", "H", "C", "C", "C", "H", "Br", "C", "H", "C", "C", "C", "C", "H", "H", "C", "H", "N", "H", "H", "H", "H", "C", "O", "Co", "H", "H", "O", "H", "H", "H", "C", "H", "H", "C", "H", "C", "C", "S", "N", "C", "N", "C", "C", "H", "C", "C"],
  "coordinates": [[-1.233, 4.371, -3.396], [2.684, 2.167, -0.149], [2.309, 0.814, 1.478], [-0.453, -2.538, -1.221], [-3.347, -0.748, 4.795], [-0.971, 0.767, -1.066], [-1.395, -0.005, 4.303], [-2.632, -1.496, 2.914], [1.615, -2.460, -3.661], [-0.711, 0.366, -4.241], [3.903, -0.994, 1.726], [-1.188, 3.281, -0.194], [4.630, -0.491, 0.667], [-1.040, 2.018, -1.905], [-1.169, 3.252, -1.276], [-2.821, -2.817, 0.159], [1.464, 1.394, 1.826], [-1.313, 5.279, -3.979], [-0.988, 1.994, -3.291], [-1.019, 3.106, -5.120], [-0.496, -2.091, 0.087], [-1.277, 0.599, 5.191], [4.766, 1.033, -0.844], [0.517, 0.546, 3.502], [-2.559, -3.686, -0.444], [-0.383, -0.035, 3.357], [-1.784, -0.142, -1.283], [0.816, -0.848, 0.710], [0.067, -3.227, -3.535], [-3.522, -3.126, 0.927], [-0.057, 0.778, -0.174], [4.238, -1.879, 2.251], [-3.520, -2.074, 2.708], [2.241, -0.678, 3.044], [2.742, -0.334, 2.147], [5.538, -0.988, 0.351], [-1.394, 5.370, -1.503], [0.748, -2.307, -1.846], [-1.253, -2.176, -1.746], [-1.601, -2.189, 0.724], [-2.536, -0.749, 4.079], [2.032, -1.545, -1.075], [0.825, -2.727, -3.099], [4.195, 0.653, -0.007], [-0.462, -0.754, 2.242], [-1.581, -1.479, 2.018], [-1.278, 4.421, -2.010], [-3.309, -2.076, -0.483], [3.037, 1.293, 0.381], [-1.076, 3.155, -4.042]],
  "lowdin_charge": [-0.07, 0.12, -0.16, 0.04, 0.13, -0.60, -0.01, 0.03, 0.12, 0.78, -0.08, 0.12, -0.09, -0.17, -0.02, 0.02, 0.10, 0.11, -0.59, 0.10, -0.02, 0.12, 0.12, 0.11, 0.10, -0.07, -0.02, 0.38, 0.13, 0.08, -0.08, 0.12, 0.12, 0.10, -0.13, 0.12, 0.11, -0.76, 0.14, -0.22, -0.01, 0.90, 0.14, -0.09, 0.07, -0.16, -0.07, 0.11, -0.07, -0.12],
  "s_squared": 0.807,
  "lumo_ev": [-3.7, -3.9],
  "relative_energy_kj_mol": 65.9,
  "multiplicity": 2,
  "charge": 1
}

---

3.
{
  "formula": "C21H20Cl5OPb",
  "method": "ωB97M-V/def2-TZVPD",
  "elements": ["H", "C", "H", "H", "H", "C", "H", "H", "C", "C", "H", "H", "H", "C", "C", "H", "C", "Cl", "C", "C", "H", "C", "H", "H", "C", "H", "C", "C", "C", "H", "Cl", "C", "O", "C", "C", "H", "H", "C", "Cl", "Pb", "H", "C", "Cl", "H", "H", "C", "C", "Cl"],
  "coordinates": [[-1.377, 0.298, 2.595], [-2.493, -0.319, 0.786], [-1.410, -3.427, 0.415], [-0.475, 1.304, -3.865], [1.823, 0.394, -1.984], [-1.453, 1.948, -2.048], [-3.334, 1.003, -1.588], [2.785, -1.167, -0.066], [-2.475, -1.513, 0.040], [-0.793, 2.584, -0.147], [-0.356, -2.162, 2.528], [1.281, -3.362, 0.066], [-2.722, 3.336, -0.894], [3.173, 0.780, 3.024], [1.455, -0.585, -1.735], [-1.329, 4.136, -1.648], [2.209, 0.603, 2.013], [4.743, -0.040, 5.116], [1.501, -0.614, 1.797], [-0.498, 2.160, -3.198], [-3.034, 0.575, 0.530], [1.166, -2.558, -0.641], [-0.266, -0.884, -3.127], [0.202, 3.005, -0.041], [2.003, -1.731, 2.620], [-3.228, 1.700, -3.204], [3.526, -0.274, 3.851], [-1.072, -1.760, 1.833], [-1.617, -2.415, 0.711], [-3.028, -1.712, -0.862], [1.586, -3.463, 2.468], [-1.630, -0.462, 1.880], [-0.738, 1.332, -0.895], [1.972, -1.414, -0.723], [-2.674, 1.161, -2.436], [0.511, 2.336, -2.833], [-2.398, 0.189, -2.838], [0.333, -1.234, -2.306], [2.036, 1.933, 0.948], [-0.234, -0.680, -0.082], [-0.808, 3.030, -3.776], [2.972, -1.527, 3.634], [3.542, -2.866, 4.655], [-1.219, 2.434, 0.840], [-0.617, -3.172, -1.826], [0.159, -2.452, -1.629], [-1.688, 3.211, -1.205], [3.986, 2.340, 3.246]],
  "lowdin_charge": [0.10, -0.26, 0.10, 0.08, 0.09, -0.52, 0.08, 0.10, -0.24, -0.18, 0.03, 0.04, 0.11, -0.68, -0.25, 0.11, -0.71, 0.58, -0.20, -0.01, 0.09, -0.23, 0.08, 0.04, -0.59, 0.09, -0.70, -0.27, -0.24, 0.10, 0.64, -0.23, -0.30, -0.24, -0.01, 0.09, 0.08, -0.26, 0.73, 1.32, 0.09, -0.68, 0.57, 0.12, 0.10, -0.24, -0.07, 0.58],
  "lumo_ev": 2.5,
  "charge": -1
}

---

4.
{
  "formula": "C21H20CoN4OS4",
  "method": "ωB97M-V/def2-TZVPD",
  "elements": ["C", "O", "H", "H", "H", "H", "H", "H", "H", "C", "C", "H", "C", "C", "Co", "C", "C", "C", "C", "H", "H", "H", "N", "H", "H", "N", "C", "H", "C", "C", "S", "H", "C", "H", "C", "H", "C", "S", "C", "H", "C", "S", "C", "N", "H", "N", "H", "C", "S", "C", "C"],
  "coordinates": [[-0.066, -0.011, 3.214], [-2.503, -2.279, 0.966], [2.623, -1.304, -6.258], [-2.149, 1.841, -1.468], [3.233, 0.398, 3.420], [2.338, -0.486, 4.685], [0.810, 0.185, -2.679], [5.025, 0.575, -3.258], [2.228, 1.742, -1.216], [-4.647, -1.448, 1.219], [-0.169, 2.180, 2.722], [-1.870, 0.869, 2.720], [1.691, 0.030, -3.287], [2.709, -0.810, -5.299], [-0.618, -2.237, 1.000], [-0.620, -4.020, 1.286], [-5.183, 0.833, 0.682], [3.076, 1.112, -1.474], [3.947, -0.381, -4.844], [-6.586, -0.618, 1.452], [4.832, -0.535, -5.448], [0.612, -0.932, -4.865], [-0.886, 1.013, 2.891], [-5.900, 1.641, 0.632], [3.979, 1.723, -1.449], [-0.544, -0.458, 0.210], [2.931, 0.459, -2.819], [2.004, 2.482, 2.936], [-3.288, -1.264, 0.845], [-3.887, 1.033, 0.289], [-0.512, -1.622, 3.479], [-0.632, 3.112, 2.454], [1.582, -0.601, -4.518], [2.412, -1.134, 3.035], [-1.550, 0.321, -0.077], [-1.170, 2.434, -0.120], [-2.903, 0.015, 0.351], [-0.574, -5.533, 1.360], [-5.563, -0.438, 1.145], [-0.402, 1.543, -1.414], [2.366, -0.224, 3.629], [1.581, -2.338, 0.648], [4.054, 0.247, -3.613], [1.173, 0.524, 3.269], [-3.607, 2.016, -0.062], [0.704, 0.094, -0.081], [-4.916, -2.431, 1.583], [-1.307, 1.608, -0.823], [3.329, -0.090, -0.126], [1.119, 1.873, 2.967], [1.690, -0.707, 0.108]],
  "lowdin_charge": [-0.76, -0.17, 0.10, 0.08, 0.09, 0.10, 0.09, 0.11, 0.07, -0.01, -0.07, 0.15, -0.04, -0.09, 0.06, -0.72, -0.10, -0.42, -0.08, 0.10, 0.10, 0.10, 0.09, 0.10, 0.07, -0.04, -0.29, 0.12, -0.34, -0.06, 0.69, 0.12, -0.08, 0.04, -0.24, 0.09, -0.12, 0.85, -0.08, 0.05, -0.03, 0.67, -0.05, -0.11, 0.10, -0.06, 0.12, -0.02, 0.89, -0.05, -1.08],
  "s_squared": 0.767,
  "lumo_ev": [-0.2, -0.3],
  "relative_energy_kj_mol": 0.0,
  "multiplicity": 2,
  "charge": 0
}